Record 1
103
Properties=species:S:1:pos:R:3:forces:R:3 method="wB97M-V/def2-TZVPD" de_lowest_ev=11.5425 orbital_gap_ev=5.3 total_energy_ev=-83920.721 charge=-1 spin_multiplicity=1
F 1.8034 1.3736 0.1183 2.54 0.00 -1.17
F 0.0383 1.3157 1.0115 -2.87 0.53 1.52
F 0.2471 2.5332 -0.8581 0.02 -1.08 1.06
O -7.1812 -3.9816 -0.0817 -0.89 2.09 -0.15
O -6.0711 6.5342 -5.8580 2.47 2.29 -0.88
O -1.9168 -10.3715 -4.7679 0.78 -1.58 -0.59
O 5.3193 -12.2840 5.3645 -0.78 -0.78 0.39
O 1.4578 9.0432 -7.1074 1.01 -0.03 0.18
O 8.0401 4.5838 6.2125 1.46 -4.03 1.73
O -4.4395 6.0177 2.6593 3.89 0.83 3.48
O -2.7341 -1.7392 -9.9919 0.01 0.50 1.48
O -0.0623 -0.9993 -0.2405 2.65 -1.74 1.76
O -1.0117 0.1597 -1.8211 1.35 1.33 1.03
O 1.7256 -7.1060 9.7396 7.01 2.16 4.00
O 1.5609 0.1555 7.5095 0.49 -0.20 0.47
O 7.9816 4.1718 -2.2347 0.59 2.46 1.03
N 7.9393 6.7192 6.3050 0.50 7.59 3.19
N -2.1433 -8.2168 -4.3912 1.22 4.05 0.13
N -0.2960 7.7118 -6.7310 -1.04 -3.28 1.17
N 1.8210 1.7853 6.0241 4.79 5.25 -3.15
N 7.1022 5.6799 4.6060 -2.51 1.09 -4.99
N -3.2005 -0.0380 -8.5734 -2.10 4.33 0.09
N -8.0860 5.8649 -5.5593 -5.98 -0.40 0.18
N -5.1773 -3.5103 -0.6950 4.18 -0.68 -0.55
N -6.4282 4.4675 -5.1724 -0.42 -3.51 0.67
N -2.2040 -1.7102 -7.7787 1.92 -2.75 2.26
N 0.2349 -6.8344 8.2481 -2.79 2.26 -4.06
N -6.5765 -1.8766 -0.9430 -1.70 3.96 -1.09
N -0.0385 0.8714 6.1756 -6.08 -0.45 -2.04
N -0.6096 9.6743 -7.5435 -2.85 3.56 -1.66
N -5.2555 5.7630 0.6457 -0.83 -0.15 -1.35
N -3.8326 -9.4895 -4.0928 -5.22 -0.22 1.14
N 0.1142 -8.5261 9.5601 -3.44 -5.30 1.67
N 7.3817 -11.5687 5.9133 2.69 -4.35 2.08
N 9.2779 5.9557 -1.6821 6.45 1.18 1.56
N -6.5798 5.8316 2.4127 -7.78 -0.44 2.50
N 7.2352 6.3204 -2.0068 -3.04 1.28 -0.16
N 6.0429 -10.1494 5.3017 -3.27 5.03 -1.69
C 1.0980 -1.6580 0.3944 -1.17 -1.21 -0.85
C 1.1586 0.8963 6.6172 0.68 -4.07 4.31
C -2.6018 -9.4225 -4.4657 2.73 -2.85 -0.74
C 0.2619 8.8129 -7.1131 3.11 0.87 -0.36
C -5.4003 5.8861 2.0048 4.25 -0.45 -4.73
C 7.7373 5.6245 5.7363 0.07 -5.43 -1.15
C -2.7110 -1.2065 -8.8616 -0.27 -1.56 -4.04
C 0.1377 0.1226 -1.0841 -3.16 -0.52 -2.45
C 6.1261 -11.4136 5.5823 0.39 0.54 -1.49
C -6.8222 5.6501 -5.5754 3.12 1.85 0.14
C 0.6538 -3.1048 0.6543 -1.81 0.02 0.98
C 0.5133 1.3296 -0.2039 0.03 0.78 -1.22
C -6.4099 -3.1126 -0.5361 -1.79 -3.59 1.43
C 8.1699 5.3880 -1.9449 -3.30 -4.53 -2.35
C 0.7577 -7.4750 9.2462 -0.95 0.90 -1.85
H 0.1172 -3.5183 -0.1997 0.54 0.20 -0.55
H -5.4958 4.2054 -4.8860 -0.32 0.27 -0.43
H -0.7221 -8.7277 9.0309 0.28 -0.60 0.54
H -7.3766 -1.2750 -0.8091 -0.27 -0.95 0.21
H 9.3868 6.9561 -1.5958 -0.01 -0.47 -0.01
H -1.7441 -2.6025 -7.8901 0.07 0.29 0.62
H 1.3982 2.2611 5.2399 0.61 0.10 0.22
H -6.0834 5.8141 0.0696 0.48 -0.13 -0.17
H -0.2591 1.5106 5.4253 -0.63 -0.52 0.23
H 7.1921 6.5027 4.0272 -0.11 -0.01 0.21
H 0.9695 0.0002 -1.7778 1.03 -0.30 0.15
H 6.8158 4.8730 4.0704 0.40 -0.16 0.65
H 10.1165 5.3975 -1.6094 -0.22 0.12 -0.04
H -4.8925 -4.2655 -0.0879 0.01 0.09 -0.39
H 0.3443 6.9959 -6.4186 -0.75 -0.15 0.24
H 2.7640 2.0409 6.2803 -0.30 -0.32 -0.04
H 6.2984 6.0598 -2.2797 0.23 0.26 0.14
H -0.2687 10.5488 -7.9165 -0.14 -0.30 0.07
H -0.6520 -7.1630 7.8937 0.32 0.60 -0.40
H 7.0695 7.2261 6.2238 0.43 1.07 0.49
H 0.4865 -9.1791 10.2347 -0.25 0.26 -0.23
H -3.7689 0.4901 -9.2202 0.34 -0.22 0.13
H 7.4299 -12.5723 6.0160 1.84 -0.01 0.58
H -1.2961 7.7680 -6.6017 0.39 -1.03 0.41
H -4.3668 5.5122 0.2364 -0.27 0.18 0.30
H -1.5403 9.3740 -7.7960 0.25 0.34 -0.04
H 5.3342 -9.9011 4.6263 0.00 0.44 0.38
H -7.1895 3.8067 -5.2347 0.88 -0.71 0.50
H -3.0600 0.3164 -7.6381 -0.38 0.31 -0.51
H 1.9422 -1.9556 -0.2276 0.34 1.54 -0.86
H -0.1627 -3.1371 1.3756 0.04 0.10 0.55
H -2.8869 -7.5379 -4.4702 1.21 0.80 0.03
H 6.8222 -9.5205 5.4334 -0.52 -0.20 -0.23
H 1.3966 -3.8303 0.9860 0.36 0.35 -0.06
H -8.6783 5.1301 -5.1997 -0.26 0.49 -0.07
H -7.2537 5.2972 1.8833 -0.01 0.30 0.22
H -8.5114 6.7654 -5.7272 0.56 -0.28 -0.11
H -6.7922 5.9810 3.3888 0.27 -0.14 -0.22
H -1.1524 -8.0492 -4.4918 -0.48 0.27 -0.19
H -5.8565 -1.3517 -1.4187 0.25 -0.53 0.29
H -4.2339 -8.6088 -3.8038 -0.56 -0.60 0.05
H 8.3602 6.6885 7.2226 -0.23 -0.11 -0.15
H 0.6780 -6.0261 7.8354 -0.17 -0.27 0.33
H 1.4562 -1.1266 1.2760 -0.10 -0.02 0.06
H -2.2264 -1.1587 -6.9329 0.45 -0.89 0.02
H -0.7276 0.1907 6.4619 0.43 0.18 -0.05
H 8.1194 -10.8823 5.9829 -0.36 -0.68 -0.02
H -4.4466 -10.2320 -4.3957 0.32 0.14 0.18
H -4.4870 -2.8133 -0.9354 0.34 -0.36 0.25
H 7.4864 7.2728 -1.7833 -0.69 -0.29 -0.17

---

Record 2
34
Properties=species:S:1:pos:R:3:forces:R:3 method="wB97M-V/def2-TZVPD" orbital_gap_ev=1.7 total_energy_ev=-134199.507 charge=-2 spin_multiplicity=1
Hg -23.4694 -19.7079 7.9824 -0.99 -1.48 0.86
Hg -24.1262 -18.9998 4.0726 0.61 -0.54 1.34
Hg -18.5037 -18.9745 7.5189 1.04 -1.71 2.37
Hg -20.8204 -22.6432 3.9502 -0.74 -1.38 1.33
Cl -20.8008 -17.8243 9.8852 2.40 2.66 -0.97
Cl -20.9710 -15.1286 4.9175 0.25 1.18 0.14
S -25.5515 -21.4950 6.0862 -2.82 -6.13 2.04
S -21.9761 -24.2886 6.4214 0.64 0.16 4.48
S -21.3375 -19.7019 6.0702 2.86 -1.90 3.73
S -17.4434 -21.4703 8.7128 0.68 -1.62 1.47
O -22.6174 -18.9472 5.9377 -0.60 1.15 -3.08
O -17.9502 -22.1359 9.9251 1.13 0.64 -0.45
O -19.9695 -16.6797 9.5085 -0.91 0.04 0.67
O -23.1588 -24.2625 7.3265 1.23 -0.22 -2.17
O -21.6016 -17.5668 11.0599 0.70 -0.90 -0.45
O -22.3400 -24.0096 4.9839 -0.55 1.06 -2.43
O -18.6597 -21.1853 7.9170 -1.25 0.48 -1.97
O -20.1011 -18.9261 6.1749 -0.56 1.73 -2.52
O -19.8055 -18.8886 9.9936 -1.96 -0.65 0.22
O -21.7046 -17.9561 8.7235 -1.06 -1.10 0.27
O -26.9758 -21.3929 6.2135 -1.09 0.82 -0.80
O -16.3928 -22.2023 8.0145 -0.50 -0.36 -0.14
O -25.1591 -22.7156 5.3925 0.60 2.03 0.05
O -21.1135 -20.8557 5.2119 -1.03 1.44 -1.45
O -21.6541 -16.3562 5.2162 -0.98 -1.08 -0.49
O -21.0463 -14.2824 6.0591 -0.63 0.82 0.61
O -25.0517 -21.4539 7.5221 2.03 1.43 0.79
O -21.5744 -14.4685 3.7609 0.23 -0.64 0.37
O -21.2758 -25.5605 6.4083 -0.19 -0.50 -0.17
O -21.0192 -23.2392 6.8564 -0.38 -0.06 -1.07
O -19.5882 -15.4013 4.6980 0.83 -0.47 -0.96
O -24.9697 -20.2355 5.6025 1.98 4.20 -2.17
O -21.4862 -20.2026 7.4524 -0.27 -1.32 0.75
O -16.8427 -20.0880 8.9427 -0.71 2.20 -0.23

---

Record 3
10
Properties=species:S:1:pos:R:3:forces:R:3 method="wB97M-V/def2-TZVPD" de_lowest_ev=6.2746 orbital_gap_ev=10.8 total_energy_ev=-14256.725 smiles=CON(F)N(F)F spin_multiplicity=1
F -2.2549 1.4622 0.6418 -0.91 -0.67 -0.08
F -4.3422 0.4063 -0.8918 1.19 0.78 0.15
F -4.0430 -1.0055 0.7490 0.89 0.83 -0.85
O -1.3536 -0.5487 0.3562 2.68 -3.66 2.68
N -2.2061 0.1351 -0.2094 -2.12 6.10 -2.88
N -3.3578 -0.3943 -0.4609 -1.35 -3.29 1.41
C -0.0279 0.0444 0.3534 0.74 -0.68 -1.72
H -0.0981 1.0468 0.6863 -0.17 0.99 -0.17
H 0.5030 -0.1023 -0.6324 -0.96 0.41 0.84
H 0.5535 -0.4689 1.0812 0.02 -0.82 0.63

---

Record 4
17
Properties=species:S:1:pos:R:3:forces:R:3 method="wB97M-V/def2-TZVPD" s_squared=0.75 de_lowest_ev=0.0000 orbital_gap_ev="6.8 / 10.7" total_energy_ev=-8882.318 spin_multiplicity=2
O -0.6934 0.4116 -2.1275 0.99 0.13 -0.61
N 1.0643 -0.8087 -0.1631 -0.40 -0.46 0.30
C -1.6697 0.3344 -1.4419 0.37 0.13 0.32
C 2.2086 -1.5565 -0.0891 0.56 -0.24 0.07
C 0.9309 0.3374 0.7054 -0.39 -0.46 -0.23
C -1.6862 0.4087 0.0487 0.25 -0.81 0.17
C -0.4864 0.9480 0.8322 0.20 0.47 -0.54
H 0.5931 -0.7414 -1.0442 0.15 0.13 -0.33
H 1.2179 -0.0289 1.6867 0.30 0.23 0.19
H -0.7611 0.9261 1.8834 -0.15 0.01 0.07
H 2.7616 -1.6279 0.8288 -0.13 0.38 0.43
H 1.6193 1.1114 0.3745 0.22 0.25 0.19
H -1.9655 -0.5936 0.3998 -0.03 0.00 -0.06
H -2.6204 0.2158 -1.9511 -0.85 -0.15 0.04
H -0.3952 2.0048 0.5679 -0.04 0.00 0.07
H 2.4233 -2.3651 -0.7587 -0.42 -0.03 -0.55
H -2.5412 1.0240 0.2483 -0.64 0.42 0.46